# 1
ORCA calculation (ωB97M-V/def2-TZVPD) on a cluster of 2 separate species, C6H12N2 in total.

Computed properties:
**LUMO energy**: 0.010 Ha
**HOMO energy**: -7.798 eV
**Relative energy (zero: lowest compared OMol25 entry of this formula, charge and spin)**: 392.7 kJ/mol
**Kohn-Sham gap**: 8.07 eV
**Total charge**: 0

```
20
Properties=species:S:1:pos:R:3:lowdin_charge:R:1
C -0.203 -0.166 -1.051 -0.27
C -1.303 0.817 -0.715 -0.10
C -0.662 -1.545 -1.440 -0.10
C 1.577 -0.279 0.013 -0.22
N 2.335 0.834 -0.023 0.03
C 0.541 -0.395 0.930 -0.17
C 0.224 0.496 2.056 -0.25
N -0.751 0.366 2.869 0.10
H 0.473 0.256 -1.784 0.10
H 2.227 1.648 0.573 0.08
H 3.119 0.870 -0.651 0.08
H -1.274 -0.493 2.665 0.05
H 0.002 -1.337 0.962 0.09
H 0.844 1.383 2.197 0.10
H -1.980 0.439 0.053 0.08
H -1.893 1.007 -1.620 0.08
H -0.903 1.774 -0.376 0.08
H -1.224 -1.482 -2.380 0.09
H 0.184 -2.214 -1.585 0.08
H -1.334 -1.978 -0.696 0.08
```

---

# 2
ORCA calculation (ωB97M-V/def2-TZVPD) on a cluster of 2 separate species, C6H12N2 in total at a distorted geometry.

Computed properties:
**LUMO energy**: 0.034 Ha
**HOMO energy**: -8.637 eV
**Relative energy (zero: lowest compared OMol25 entry of this formula, charge and spin)**: 63.3 kJ/mol
**Kohn-Sham gap**: 9.57 eV
**Total charge**: 0

```
20
Properties=species:S:1:pos:R:3:lowdin_charge:R:1
C 0.137 -0.191 1.088 -0.05
C 0.591 -1.581 0.823 -0.36
C 1.858 -2.071 0.863 -0.08
N 1.799 -3.351 0.361 0.03
C 0.485 -3.587 0.063 -0.21
N -0.247 -2.551 0.334 0.09
H 0.010 0.287 0.118 0.05
H 0.892 0.485 1.457 0.07
H -0.664 -0.103 1.811 0.08
H 2.817 -1.700 1.186 0.11
H 2.605 -3.807 -0.033 0.14
H 0.235 -4.609 -0.179 0.11
C -0.586 2.630 -1.092 -0.16
C -2.052 3.105 -0.839 -0.15
H -0.570 1.926 -1.931 0.06
H 0.087 3.381 -1.498 0.06
H -0.280 2.148 -0.176 0.02
H -2.222 4.015 -1.410 0.06
H -2.177 3.263 0.228 0.06
H -2.717 2.312 -1.173 0.06
```

---

# 3
ORCA calculation (ωB97M-V/def2-TZVPD) on a structure of composition C6H12N2 at a distorted geometry.

Computed properties:
**LUMO energy**: 0.036 Ha
**HOMO energy**: -7.640 eV
**Relative energy (zero: lowest compared OMol25 entry of this formula, charge and spin)**: 350.7 kJ/mol
**Kohn-Sham gap**: 8.63 eV
**Total charge**: 0

```
20
Properties=species:S:1:pos:R:3:lowdin_charge:R:1
C -1.253 0.869 0.716 -0.18
C 1.469 -0.755 -0.720 -0.02
C -1.402 -1.670 0.163 -0.05
C 0.832 -0.470 0.491 -0.40
C -0.587 -0.457 0.502 -0.28
N 1.491 0.409 1.362 0.10
C -0.041 1.514 -1.311 -0.18
N -1.104 0.907 -0.727 -0.03
H 2.498 0.398 1.306 0.09
H 1.158 0.403 2.313 0.09
H -2.299 0.836 1.016 0.11
H -0.692 1.614 1.282 0.10
H 0.987 -1.440 -1.404 0.08
H 0.928 0.534 -1.340 0.11
H 2.553 -0.748 -0.786 0.07
H -1.667 -2.214 1.078 0.08
H -0.856 -2.365 -0.476 0.07
H -2.324 -1.385 -0.343 0.08
H -0.202 1.738 -2.364 0.07
H 0.511 2.282 -0.758 0.08
```

---

# 4
ORCA calculation (ωB97M-V/def2-TZVPD) on the molecule C6H12N2O at a distorted geometry.

Computed properties:
**LUMO energy**: 0.032 Ha
**HOMO energy**: -7.316 eV
**Relative energy (zero: lowest compared OMol25 entry of this formula, charge and spin)**: 473.6 kJ/mol
**Kohn-Sham gap**: 8.19 eV
**Total charge**: 0

```
21
Properties=species:S:1:pos:R:3:lowdin_charge:R:1
C 1.376 1.309 -0.377 -0.06
C -1.155 -1.319 0.696 -0.07
C -1.611 0.473 -0.882 -0.04
N -0.586 -0.330 -0.215 -0.20
N 1.685 -0.132 -0.378 0.06
C 0.594 0.610 0.649 -0.34
C 0.594 -0.961 -1.284 -0.41
C 0.548 0.785 1.990 -0.03
O 0.527 -0.664 -2.476 -0.04
H 2.643 -0.407 -0.191 0.15
H 0.694 -2.002 -0.935 0.13
H 0.931 1.632 -1.314 0.11
H 2.181 1.934 -0.010 0.13
H -0.358 -1.937 1.112 0.10
H -1.661 -0.808 1.518 0.09
H -1.185 0.909 -1.783 0.08
H -2.463 -0.145 -1.174 0.10
H -1.949 1.254 -0.196 0.10
H -1.870 -1.956 0.170 0.10
H 0.729 1.771 2.396 0.03
H 0.336 -0.015 2.684 0.03
```